Record 1
This record from OMol25 describes C37H35F5IN7O8P2RbS3SbTe as an isolated structure. The level of theory is ωB97M-V/def2-TZVPD.

Structure (XYZ):
```
101
Properties=species:S:1:pos:R:3:forces:R:3
I -5.05758 2.15878 4.98048 -0.08 0.22 0.06
Te -0.18057 -5.17229 2.77099 -0.39 1.21 1.56
Sb 0.66810 1.49322 -3.04684 0.35 -0.33 0.32
Rb -0.78786 -1.75758 1.88076 -0.09 0.36 0.47
S 0.78926 -0.76826 7.83682 0.17 0.05 0.50
S 2.53930 3.51765 3.49152 0.09 0.43 0.15
S 1.75444 -0.15944 -1.86866 -0.18 -0.04 -0.32
P -2.93029 -1.03170 -0.75606 0.25 0.03 0.53
P -1.28353 1.21784 -0.31120 -0.10 -0.16 -0.04
F 1.58677 -5.29157 2.03615 0.45 -0.06 -0.15
F -0.48807 -6.71974 1.80405 0.01 -0.62 -0.36
F -1.46393 -5.88107 4.00371 -0.32 -0.20 0.20
F -1.93858 -4.65177 2.07121 -0.03 -0.01 -0.21
F 0.84223 -6.14722 4.04508 0.23 -0.39 0.27
O -0.35161 2.09051 -1.15635 -0.15 0.04 -0.21
O -2.56897 2.12354 -0.02482 -0.30 0.09 0.13
O -2.16413 -2.24083 -0.37195 -0.58 0.32 -0.41
O -1.85995 0.09788 -1.32140 -0.07 -0.05 -0.36
O -3.77715 -1.37822 -2.08609 -0.27 0.40 -0.39
O -0.02901 -3.55361 3.56604 0.27 -1.44 -0.20
O -3.80789 -0.28154 0.20430 -0.11 -0.09 -0.07
O -0.75245 0.57599 0.90735 0.19 1.07 -0.23
N -2.77643 -1.25659 3.78482 -0.32 0.10 0.16
N 3.17991 -2.76787 0.08154 0.09 0.04 -0.01
N 0.29732 -0.42372 5.36538 0.16 0.06 0.42
N 0.61261 -3.33361 -1.24949 0.21 0.23 -0.29
N 1.77100 1.09504 3.43968 0.11 0.35 0.11
N 2.04235 -2.28048 1.91109 0.34 0.12 -0.28
N -0.04603 -4.34577 0.57319 0.56 0.22 -0.57
C 1.63707 3.34940 -2.82915 0.01 0.25 0.24
C -1.20190 1.90698 -3.98820 -0.33 0.06 -0.16
C 2.37440 2.05119 -5.66709 -0.08 0.02 -0.10
C -3.33364 3.04312 -4.10618 0.02 0.01 0.07
C 0.01903 -1.20275 6.36833 -0.33 -0.28 -0.71
C 2.45049 1.86912 1.20635 0.14 0.17 0.18
C 3.04326 0.44655 -7.33341 0.00 -0.02 0.01
C 1.02797 4.55558 -3.15960 0.06 -0.01 -0.03
C -4.99536 -2.06129 4.08731 0.03 -0.24 -0.08
C -3.65899 -2.25395 3.76491 0.08 0.18 0.07
C 1.64675 1.08637 -4.97495 0.11 -0.10 -0.04
C -0.88414 -2.39020 6.28283 0.02 0.10 0.16
C 0.83319 -3.48682 0.07268 0.10 -0.14 0.16
C -1.43457 1.40713 -5.26799 -0.06 -0.08 0.03
C 4.05163 -2.11059 0.91432 -0.02 -0.07 -0.13
C -5.42619 -0.79753 4.44115 -0.11 0.10 0.07
C 1.64287 -0.21233 -5.48988 0.08 -0.03 0.01
C 2.02574 2.81702 4.96522 -0.09 0.01 0.10
C -2.61305 1.69616 -5.94683 0.06 -0.04 -0.01
C 2.99174 5.75652 -2.45501 -0.03 -0.01 -0.02
C 1.70505 5.75514 -2.97689 0.00 -0.01 -0.01
C -2.16737 2.73955 -3.41612 0.12 -0.13 -0.20
C -4.49950 0.22989 4.45923 0.16 -0.18 -0.13
C 2.32241 -0.53107 -6.65630 0.01 0.03 -0.04
C -3.56683 2.51505 -5.36751 -0.03 0.04 0.01
C -3.18228 -0.03408 4.11055 -0.04 -0.16 0.01
C 2.22395 2.04252 2.67618 -0.18 -0.71 -0.50
C 1.65030 1.53017 4.73845 -0.05 -0.43 0.07
C -0.42892 -4.14489 -1.60304 -0.11 0.00 -0.21
C 2.92457 3.35464 -2.30208 -0.02 0.07 -0.02
C 1.17230 0.56765 5.75306 -0.09 0.19 -0.39
C 3.32887 -1.82448 2.03284 -0.13 0.06 0.16
C 3.07059 1.73789 -6.83320 -0.06 0.02 0.06
C 3.59974 4.55518 -2.11795 0.01 -0.05 0.00
C -0.82544 -4.77000 -0.47109 -0.07 -0.04 0.37
C 1.54395 0.55284 7.06050 0.08 0.06 -0.04
C 1.98720 -2.84164 0.73301 -0.37 -0.18 -0.26
H -0.70340 0.77646 -5.75430 0.02 0.01 0.03
H 3.38917 2.41386 -2.02459 0.00 -0.01 0.00
H 0.94065 -2.53213 -1.79178 0.02 -0.04 0.18
H -4.06713 3.68729 -3.63662 -0.01 0.00 -0.02
H -6.46140 -0.60805 4.69439 0.00 -0.02 0.00
H 3.51693 6.69207 -2.30413 0.00 0.00 0.00
H -3.27247 -3.23019 3.48500 0.01 0.01 -0.03
H -4.41356 -0.66118 -2.24955 0.31 -0.33 0.12
H -4.48609 2.74245 -5.89473 0.00 0.00 0.01
H 1.97477 3.36408 5.89172 0.02 0.03 -0.02
H -0.62414 -2.99306 5.40667 0.02 0.04 -0.01
H 3.63541 2.50930 -7.34441 0.01 0.00 -0.01
H 2.30264 -1.54720 -7.03324 -0.01 0.00 0.00
H 4.60011 4.55158 -1.70135 0.00 0.00 0.00
H 2.93978 2.74458 0.77520 -0.03 -0.02 -0.02
H 2.24397 1.20461 7.55541 0.01 -0.02 0.02
H -1.64076 -5.44484 -0.29188 -0.02 -0.01 -0.05
H 3.58661 0.19754 -8.23746 0.00 0.00 0.00
H -2.43162 0.74826 4.09254 0.02 -0.01 -0.01
H 1.11891 -1.00351 -4.96251 0.00 0.05 0.06
H 1.50590 1.69426 0.69462 -0.10 -0.02 0.02
H -1.91456 -2.05210 6.16557 -0.01 -0.03 0.02
H 1.22077 6.68927 -3.23587 0.01 0.01 0.01
H -0.81112 -2.99817 7.18572 -0.02 -0.01 -0.01
H 3.64865 -1.29686 2.91618 -0.03 0.00 0.01
H 3.36892 -3.11172 -0.84269 -0.01 0.00 -0.01
H 2.41031 3.07264 -5.30484 0.00 -0.01 0.04
H -2.01357 3.15498 -2.43802 0.05 -0.02 0.32
H -5.68025 -2.89804 4.04897 -0.04 0.03 0.01
H 3.07160 0.99024 1.03685 0.00 -0.04 -0.01
H 0.02037 4.56864 -3.56024 0.00 -0.02 0.01
H -2.77827 1.27421 -6.93119 0.00 0.00 0.01
H 5.07171 -1.91232 0.63664 -0.01 0.01 -0.01
H -0.85434 -4.12732 -2.58971 0.00 -0.01 0.01
H -3.28873 1.50881 0.27795 0.40 0.01 -0.18
```
Forces are in eV/Å.

Results
E_tot   -153018.0218 eV
Energy relative to the best compared isomer or geometry (same formula, charge and spin)   151.82 kJ/mol
Total charge   -2

Record 2
This record from OMol25 describes C37H35F6N8PSTi as an isolated structure. The level of theory is ωB97M-V/def2-TZVPD.

Structure (XYZ):
```
89
Properties=species:S:1:pos:R:3:forces:R:3
Ti -0.06480 1.53287 -0.04571 0.83 -0.60 1.24
S 4.28256 -1.42376 5.28970 -0.87 0.56 -1.09
P -2.47742 -0.33408 0.88878 -1.77 -0.62 0.35
F -2.82967 2.49801 0.44540 -0.38 0.21 0.21
F 3.86015 -4.30140 -5.02819 -0.09 0.25 0.08
F -2.42448 2.06226 -1.64416 -0.16 0.13 -0.02
F -1.71853 3.90491 -0.76812 -0.12 0.15 -0.02
F 4.06841 -5.65870 -3.37489 0.00 0.04 0.38
F 2.49835 -5.94355 -4.81458 -0.26 0.08 0.12
N -4.75452 -1.26760 -0.59219 -0.20 -0.27 -0.12
N 2.89027 -0.57391 5.39685 0.03 -0.06 0.10
N -0.11750 1.28745 2.03864 0.95 -0.31 -0.48
N -5.05508 -1.28188 1.81230 -0.26 -0.09 0.20
N 4.39384 -1.45103 3.65716 0.04 -0.03 0.10
N -3.62440 -2.90969 0.78578 -0.15 -0.36 0.12
N 1.66647 0.53330 0.14452 -0.48 0.59 0.92
N 1.18102 3.52095 0.65147 -0.20 0.27 -0.28
C 0.54116 -2.44878 -3.32218 -0.10 0.11 0.30
C 3.61350 -0.67895 -0.55477 -0.99 0.80 -0.57
C -2.35942 -2.21256 0.93859 0.58 0.25 0.05
C 0.44539 0.98178 4.77651 0.88 -0.61 -0.38
C 1.29542 0.43017 3.82746 -1.30 0.82 0.18
C 0.60315 2.22207 -1.86635 0.54 0.38 -0.86
C -4.55497 -2.64284 1.86712 -0.16 -0.10 -0.01
C 3.16056 -4.99814 -4.10585 0.35 -0.49 -0.49
C 3.35096 -0.79941 3.15720 0.47 -0.35 1.29
C -3.98539 -0.32950 2.08793 0.64 0.40 0.00
C 2.36978 3.54784 -2.89639 0.02 0.08 0.12
C 2.25078 -4.12760 -3.30464 -0.19 0.20 0.12
C 1.34167 -3.33220 -4.00283 0.39 -0.36 0.07
C -4.22477 -2.68838 -0.47042 -0.02 -0.53 -0.25
C -0.91877 1.78451 2.98120 -0.64 0.43 1.40
C 2.30729 -4.07457 -1.91254 0.14 -0.25 -0.52
C 1.24130 1.88681 -4.19348 0.01 -0.10 -0.07
C 0.38925 4.42892 1.48603 -0.19 0.30 0.24
C -0.66183 -0.35703 -0.75052 1.02 -0.97 -1.10
C -0.10096 -1.32825 -1.26081 -1.13 0.65 0.33
C 2.49348 0.10130 -0.80367 1.62 -0.98 -0.88
C -3.64431 -0.28819 -0.60797 0.91 0.80 0.11
C 1.01177 0.61872 2.43871 0.88 -0.65 0.39
C -5.69783 -1.02868 0.58260 -0.46 0.07 0.10
C 0.46511 1.56223 -3.09032 -0.16 0.02 -0.09
C 1.53469 3.26778 -1.81958 -0.02 0.06 -0.03
C 0.62351 -2.33841 -1.92303 0.50 -0.72 -0.43
C 2.23500 2.84270 -4.08097 0.04 0.04 -0.08
C 1.50270 4.18985 -0.62343 0.05 0.21 -0.49
C 2.47647 -0.29496 4.16784 1.10 -0.66 0.58
C -0.68079 1.67554 4.34221 -0.51 0.24 -0.90
C 1.49806 -3.19421 -1.23079 -0.42 0.30 0.00
C 2.43562 3.25274 1.35494 0.34 -0.11 0.14
C 1.91362 0.17490 1.44003 0.50 -0.43 1.19
C 3.08960 -0.56200 1.77598 0.28 -0.06 -1.67
C 3.93545 -0.99312 0.75578 -0.35 0.01 1.35
C -1.80051 2.55914 -0.51008 -1.79 1.17 -0.85
H -0.27567 0.77298 -3.19218 0.08 0.03 0.06
H 2.25669 0.39854 -1.81743 -0.01 -0.03 0.05
H -0.56306 4.65177 1.00667 0.07 -0.06 0.03
H -1.80126 2.30691 2.62544 0.04 -0.02 -0.01
H -5.27092 -1.17678 -1.47140 0.01 -0.06 0.18
H 0.19870 3.97810 2.46161 0.07 -0.01 -0.10
H -6.03811 0.01023 0.53542 0.10 -0.13 -0.14
H -1.36212 2.12024 5.05107 -0.11 0.05 -0.04
H 2.99135 -4.71640 -1.37814 0.08 0.00 0.04
H -5.39820 -3.33998 1.80449 0.08 0.04 -0.02
H -3.61579 -0.52094 3.09823 -0.01 0.07 0.01
H -4.40545 0.67984 2.07880 0.05 0.03 0.04
H 1.55129 -3.12602 -0.15311 0.03 0.05 0.04
H 2.25181 2.76308 2.31309 -0.03 0.01 -0.14
H 4.21767 -1.02091 -1.37781 0.09 0.03 -0.15
H -4.04161 -2.78309 2.81795 -0.05 -0.08 -0.03
H -4.08023 0.71119 -0.65437 0.01 -0.08 -0.03
H 0.67912 0.86176 5.82281 0.00 -0.01 0.10
H 2.44847 4.74101 -0.53537 -0.07 0.06 0.05
H 1.09126 1.37863 -5.13555 0.00 -0.11 -0.09
H 2.89260 3.04573 -4.91483 0.02 0.07 -0.06
H -3.49390 -2.84189 -1.26903 -0.14 0.11 0.00
H -0.14339 -1.81010 -3.85921 -0.06 0.08 -0.02
H -6.55007 -1.70707 0.45613 0.16 0.08 -0.12
H 3.12255 4.32453 -2.82705 0.02 0.07 0.07
H 4.81605 -1.55954 1.00949 0.13 -0.08 0.04
H 2.97209 4.19327 1.55937 -0.12 -0.06 -0.06
H -1.67146 -2.55127 0.15881 -0.07 0.10 0.18
H 0.71664 4.92366 -0.83444 0.07 -0.06 0.13
H 1.28381 -3.42076 -5.07713 0.00 0.09 -0.12
H -1.93814 -2.49477 1.90523 0.09 0.00 0.01
H -5.07867 -3.36391 -0.59924 0.04 0.18 -0.07
H 0.91640 5.38185 1.65610 0.02 -0.13 -0.05
H 3.08164 2.61941 0.74599 -0.06 0.00 0.03
H -3.03054 -0.43269 -1.50268 -0.22 -0.09 0.08
```
Forces are in eV/Å.

Results
E_tot   -110398.6048 eV
Energy relative to the best compared isomer or geometry (same formula, charge and spin)   163.47 kJ/mol